DFT (wB97M-V/def2-TZVPD) results for a cluster of 2 separate species, C13H16NO in total at a distorted geometry.

```
31
Properties=species:S:1:pos:R:3:forces:R:3:nbo_charge:R:1
C -2.199437 -0.099870 -2.226727 -0.4360 0.7297 -0.4801 -0.275
O -1.414791 -1.019839 -1.441314 1.7845 0.1749 -0.0139 -0.399
C -0.119155 -0.860331 -1.475258 -1.1007 -0.8288 0.3089 0.479
C 0.721246 -1.789005 -0.805978 0.0627 0.0238 0.1067 -0.224
C 2.128487 -1.625823 -0.891066 -0.2834 -0.0446 0.0334 -0.081
C 2.968200 -2.526263 -0.244770 0.0243 0.0603 -0.0646 -0.226
C 2.421495 -3.591561 0.492264 -0.1989 0.4749 -0.3315 -0.075
C 1.027506 -3.755558 0.581295 -0.2243 0.0344 -0.0428 -0.221
C 0.174603 -2.870856 -0.059720 0.2362 0.1456 -0.0822 -0.088
H -3.245359 -0.367038 -2.060813 0.3100 0.0603 -0.0282 0.236
H -2.003018 0.931837 -1.902251 -0.0939 -0.3638 0.0584 0.213
H -1.941431 -0.192184 -3.290464 -0.0952 -0.1569 0.3466 0.214
H 0.258354 -0.023365 -2.075393 0.0890 -0.1990 0.2648 0.214
H 2.499283 -0.783065 -1.478098 0.1565 -0.2958 0.2526 0.236
H 4.053679 -2.406101 -0.313071 -0.4668 -0.0535 0.0375 0.250
H 3.085632 -4.295156 0.995819 -0.2051 0.2034 -0.1386 0.246
H 0.608183 -4.584801 1.154497 0.1819 0.2754 -0.1909 0.248
H -0.909328 -2.970933 -0.014919 0.3135 -0.1195 0.0946 0.242
C -2.481107 2.463166 0.883340 -0.2340 0.0917 -0.0250 -0.402
N -1.040566 2.491710 1.068711 0.3525 0.0173 -0.1993 -0.345
C -0.260137 3.614489 0.896978 0.6400 -0.7544 0.4566 -0.064
C 1.052480 3.283414 1.232358 -0.9205 -0.3947 -0.1381 -0.292
C 1.056165 1.897881 1.602829 -0.7891 0.2551 -0.4052 -0.306
C -0.251387 1.430293 1.471278 0.4918 0.8379 -0.0272 -0.096
H -2.852785 1.451375 1.079724 0.0906 0.2435 -0.0068 0.209
H -2.986306 3.164714 1.564524 0.2217 -0.2941 -0.1347 0.224
H -2.757972 2.751808 -0.141235 0.1308 -0.1050 0.2207 0.197
H -0.708803 4.543111 0.568512 0.1337 -0.1243 0.0977 0.221
H 1.900441 3.952661 1.218027 -0.1171 -0.0750 -0.0032 0.234
H 1.907702 1.321715 1.935236 -0.1022 0.0422 -0.0322 0.226
H -0.691875 0.463576 1.675683 0.0474 0.1388 0.0661 0.205
```
Forces are in eV/Å.

The net charge is +1. As for the HOMO energy: -10.913 eV. Its calculated total energy is -634.6628 a.u. As for the spin multiplicity: 1. The calculation puts the frontier orbital gap at 5.335 eV.